1.
DFT (ωB97M-V/def2-TZVPD) results for a cluster of 4 separate species, C24H56NO17P3 in total in a non-equilibrium geometry.

Geometry as XYZ:
```
101
Properties=species:S:1:pos:R:3:forces:R:3
C -4.439 -0.530 3.631 0.1 0.1 0.2
C -3.450 -0.266 2.511 -0.1 -0.3 -0.1
O -3.201 1.131 2.300 -0.2 -0.2 0.5
P -2.443 1.971 3.423 0.0 2.0 -3.5
O -1.092 1.459 3.678 -0.5 -0.7 1.7
O -2.307 3.368 2.643 -0.1 0.0 0.3
C -1.021 3.873 2.282 0.4 0.1 -0.1
C -0.547 3.300 0.963 -0.1 0.0 -0.3
O -3.638 2.425 4.366 0.6 -1.0 1.2
C -3.483 2.443 5.802 0.1 0.0 0.3
C -2.279 3.243 6.258 0.1 0.1 -0.2
H -3.983 -0.340 4.606 0.0 0.0 0.0
H -4.750 -1.575 3.621 0.0 0.0 -0.1
H -5.315 0.111 3.537 0.0 0.0 -0.1
H -2.504 -0.779 2.699 0.0 0.1 0.0
H -3.850 -0.636 1.568 0.0 0.1 0.0
H -0.299 3.676 3.075 -0.1 -0.2 0.0
H -1.117 4.957 2.214 -0.2 0.0 0.0
H -0.725 2.226 0.912 0.1 0.0 0.1
H 0.519 3.486 0.817 0.0 0.0 0.0
H -1.091 3.746 0.128 0.0 0.0 0.0
H -3.420 1.417 6.173 0.0 0.0 -0.1
H -4.399 2.874 6.200 -0.1 0.0 -0.2
H -1.354 2.850 5.833 0.0 -0.1 0.0
H -2.192 3.198 7.344 -0.1 0.0 0.0
H -2.369 4.286 5.954 -0.1 0.0 0.0
C 0.956 -5.345 -1.003 0.2 -0.2 0.0
C 1.057 -4.649 0.339 0.0 0.2 -0.2
O 0.562 -5.450 1.426 0.2 -0.2 -0.5
P 1.348 -6.773 1.836 -2.5 1.0 2.9
O 2.720 -6.495 2.272 0.8 -0.8 -1.5
O 0.490 -7.184 3.132 0.0 -0.2 -0.2
C 1.077 -7.182 4.433 0.2 0.0 0.3
C 1.016 -5.814 5.085 -0.2 0.1 0.0
O 0.706 -7.859 0.870 1.5 -0.1 -0.7
C 1.522 -8.883 0.259 0.2 -0.2 -0.1
C 2.342 -9.667 1.264 0.0 0.0 0.2
H 1.702 -6.141 -1.087 0.0 0.0 0.0
H 1.148 -4.635 -1.808 -0.1 0.1 0.0
H -0.029 -5.790 -1.138 0.0 0.1 0.0
H 2.090 -4.354 0.549 0.0 -0.1 0.1
H 0.446 -3.751 0.328 -0.1 0.0 0.1
H 2.104 -7.547 4.387 0.0 0.1 -0.2
H 0.514 -7.905 5.025 -0.1 0.0 -0.1
H 1.310 -5.030 4.389 0.2 -0.1 0.0
H 1.671 -5.774 5.956 0.0 0.0 0.0
H -0.003 -5.591 5.408 0.0 0.0 0.0
H 2.174 -8.426 -0.491 0.0 0.1 0.0
H 0.836 -9.541 -0.269 -0.1 0.1 0.0
H 3.005 -9.015 1.834 0.0 0.0 -0.1
H 2.959 -10.402 0.748 -0.1 0.0 0.0
H 1.694 -10.184 1.973 0.0 0.0 0.0
C -3.828 4.863 -7.184 -0.1 0.1 0.2
C -2.755 3.898 -6.713 -0.1 -0.2 -0.2
O -1.648 4.555 -6.081 -0.5 0.2 0.0
P -1.870 5.289 -4.681 3.9 -0.6 -0.6
O -2.312 4.362 -3.635 -1.8 0.7 0.0
O -0.355 5.710 -4.373 -0.2 0.2 0.0
C 0.350 5.161 -3.255 0.1 -0.2 0.3
C 1.009 3.837 -3.580 0.1 0.0 -0.2
O -2.350 6.734 -5.140 -1.5 -0.4 0.6
C -3.394 7.427 -4.421 -0.2 0.1 0.2
C -3.116 7.541 -2.936 0.2 -0.1 0.1
H -4.391 5.262 -6.337 0.0 0.0 0.0
H -4.540 4.349 -7.830 0.0 0.0 0.0
H -3.389 5.702 -7.722 0.0 0.0 -0.1
H -3.173 3.154 -6.031 0.0 0.0 0.0
H -2.332 3.371 -7.567 0.1 0.0 0.0
H -0.320 5.065 -2.399 -0.1 -0.1 -0.1
H 1.106 5.897 -2.977 0.0 0.1 -0.1
H 0.336 3.178 -4.130 -0.1 0.0 0.1
H 1.328 3.329 -2.670 0.0 0.0 0.0
H 1.886 3.991 -4.210 0.0 0.0 0.0
H -4.349 6.922 -4.592 0.1 -0.1 0.0
H -3.467 8.414 -4.872 0.1 0.0 -0.1
H -2.996 6.558 -2.475 -0.1 0.0 0.0
H -3.946 8.043 -2.439 0.0 0.1 0.0
H -2.201 8.106 -2.755 0.0 0.1 0.0
N 5.912 -2.441 -0.709 0.3 -0.1 0.1
C 6.605 -1.159 -0.616 -0.9 0.1 -0.6
C 5.674 0.020 -0.317 0.8 -0.6 0.3
O 5.097 0.430 -1.566 -0.4 0.2 0.5
C 3.939 1.112 -1.562 -0.3 0.6 -0.7
O 3.645 1.852 -2.455 0.2 -0.3 0.3
O 3.089 0.895 -0.512 0.3 -0.3 -0.2
C 2.458 -0.393 -0.581 -0.1 -0.4 0.0
C 1.115 -0.322 0.116 0.2 0.2 0.7
O 0.046 0.003 -0.779 0.4 0.2 -0.4
C -0.351 -0.999 -1.565 -0.3 -0.3 -0.1
O -0.243 -2.162 -1.300 0.3 -0.3 0.0
H 5.593 -2.636 -1.645 -0.1 0.0 0.0
H 5.144 -2.524 -0.059 0.0 -0.1 0.0
H 7.411 -1.200 0.116 0.0 0.0 0.0
H 6.996 -0.956 -1.614 0.5 0.0 0.2
H 6.270 0.828 0.113 -0.3 0.2 -0.1
H 4.925 -0.302 0.404 -0.1 0.3 0.0
H 2.358 -0.706 -1.624 -0.1 0.1 0.0
H 3.071 -1.160 -0.098 0.1 0.2 0.1
H 0.933 -1.237 0.677 -0.2 -0.1 -0.3
H 1.159 0.489 0.841 -0.1 0.0 0.0
H -0.794 -0.674 -2.513 -0.2 0.4 0.2
```
Forces are in eV/Å.

Structure (SMILES): CCOP(=O)(OCC)OCC.CCOP(=O)(OCC)OCC.CCOP(=O)(OCC)OCC.NCCOC(=O)OCCOC=O
E, eV: -89967.1112
Multiplicity: 1
Lowest unoccupied orbital energy, eV: 0.6
Kohn-Sham gap, Ha: 0.3742
HOMO energy, eV: -9.61
Maximum force, eV/Å: 4.0

2.
DFT (ωB97M-V/def2-TZVPD) results for a structure of composition C24H57AsF6NaO18P3 in a non-equilibrium geometry.

Geometry as XYZ:
```
110
Properties=species:S:1:pos:R:3:forces:R:3
Na 7.681 -20.998 1.492 -0.1 0.2 0.3
As 9.732 -23.791 2.044 3.6 -3.1 3.0
F 8.375 -23.063 2.736 -2.0 0.9 0.9
F 9.385 -25.278 2.927 -0.1 0.5 -0.6
F 11.204 -24.512 1.368 -0.8 0.5 0.0
F 10.029 -22.315 1.295 0.6 1.9 -1.1
F 10.682 -23.296 3.404 0.1 0.4 0.2
F 8.844 -24.296 0.748 -1.5 -0.9 -2.2
C 7.036 -17.354 3.534 -0.6 -0.9 0.5
O 7.282 -18.242 4.687 0.5 0.7 0.3
C 8.108 -19.256 4.456 0.7 -0.5 -1.4
O 8.478 -19.610 3.336 -0.4 0.1 1.0
O 8.486 -19.855 5.578 -0.5 1.1 0.5
C 9.475 -20.865 5.475 -0.5 -2.4 -1.2
H 5.995 -17.030 3.650 0.3 -0.2 -0.1
H 7.214 -17.988 2.688 -0.4 0.1 -0.8
H 7.690 -16.490 3.456 0.3 -0.1 0.6
H 9.489 -21.494 6.389 -0.1 0.8 -0.5
H 10.447 -20.539 5.180 0.7 1.0 0.4
H 9.237 -21.511 4.605 -0.2 0.0 0.7
C 11.351 -19.381 1.695 0.9 0.3 -0.4
O 11.514 -18.885 3.056 -0.2 -1.0 -0.5
C 10.733 -17.865 3.364 -0.3 -0.8 0.0
O 10.086 -17.241 2.589 -0.7 1.4 -1.2
O 10.689 -17.719 4.671 0.8 0.6 1.6
C 10.254 -16.428 5.189 -0.8 -1.0 -0.4
H 12.077 -20.200 1.582 -0.5 0.1 0.4
H 11.701 -18.587 1.023 -0.4 -0.1 0.0
H 10.335 -19.714 1.397 0.6 0.4 0.8
H 9.168 -16.421 5.151 -0.1 0.1 0.1
H 10.621 -15.622 4.582 0.4 0.3 -0.3
H 10.562 -16.343 6.225 0.3 -0.2 -0.1
C 8.376 -19.214 -4.988 0.5 0.4 0.5
C 8.750 -20.564 -4.392 -0.2 1.1 0.2
O 8.600 -20.396 -2.978 -0.1 0.8 0.5
P 8.722 -21.501 -1.875 0.3 -2.3 -4.6
O 8.135 -21.057 -0.671 -1.2 1.4 3.8
O 7.995 -22.664 -2.647 -0.3 0.1 0.3
C 7.853 -24.026 -2.194 0.5 0.2 -1.1
C 6.741 -24.197 -1.225 -0.8 -0.7 0.0
O 10.183 -22.053 -1.827 0.4 -0.1 -0.4
C 11.135 -21.180 -1.196 0.2 -0.3 0.8
C 12.446 -21.937 -1.074 -0.2 -0.3 -1.0
H 9.083 -18.468 -4.625 0.2 0.1 -0.2
H 8.337 -19.160 -6.076 0.0 -0.3 0.1
H 7.428 -18.908 -4.561 -0.4 -0.1 -0.1
H 8.018 -21.279 -4.727 0.3 -0.8 -0.2
H 9.799 -20.793 -4.508 0.1 -0.6 -0.8
H 7.759 -24.533 -3.161 -0.4 -0.4 0.5
H 8.773 -24.364 -1.756 0.6 0.0 0.3
H 6.831 -23.474 -0.431 0.2 0.2 0.4
H 5.754 -24.016 -1.690 0.4 -0.5 0.1
H 6.856 -25.212 -0.774 -0.5 0.7 -0.3
H 11.239 -20.301 -1.813 0.1 0.5 -0.2
H 10.644 -20.950 -0.252 0.7 0.3 0.1
H 12.760 -22.172 -2.115 0.0 0.1 0.6
H 13.268 -21.368 -0.614 -0.5 -0.2 0.1
H 12.248 -22.895 -0.578 0.3 0.3 0.2
C 5.956 -23.251 5.363 -0.5 0.2 1.4
C 5.711 -21.767 5.037 1.0 -0.5 -1.2
O 4.492 -21.570 4.253 0.2 -0.1 0.4
P 4.325 -21.699 2.694 0.1 0.6 -0.1
O 5.575 -21.961 1.969 0.1 0.0 -0.1
O 3.153 -22.726 2.530 -0.2 -1.0 -0.2
C 3.501 -24.131 2.620 0.3 -0.3 1.5
C 3.983 -24.667 1.338 -0.5 -0.7 -0.9
O 3.581 -20.410 2.187 0.7 0.6 -0.6
C 2.396 -19.920 2.829 1.0 -1.1 1.6
C 2.811 -18.943 3.934 -1.6 0.2 -1.0
H 5.030 -23.683 5.798 0.4 0.3 -0.1
H 6.223 -23.891 4.522 0.3 0.4 -0.2
H 6.748 -23.329 6.160 -0.6 0.1 -0.9
H 5.561 -21.144 5.917 0.1 -0.2 0.0
H 6.597 -21.397 4.452 -0.9 -0.1 0.5
H 4.386 -24.251 3.299 -1.2 0.2 0.1
H 2.594 -24.696 2.983 1.1 0.8 -0.1
H 4.754 -24.080 0.888 0.4 0.6 -0.2
H 4.410 -25.635 1.519 0.3 -0.7 0.2
H 3.169 -24.830 0.655 -0.3 0.1 -0.6
H 1.711 -19.545 2.099 -0.1 0.6 -0.6
H 1.947 -20.812 3.219 -0.7 -0.3 0.6
H 3.589 -19.312 4.584 0.0 -0.2 0.0
H 3.138 -18.077 3.382 0.4 0.6 0.3
H 1.895 -18.680 4.499 0.6 0.0 -0.1
C 8.524 -16.334 -0.839 0.2 -0.4 -1.1
C 8.322 -17.721 -1.492 0.8 1.0 0.9
O 6.937 -17.961 -1.660 -1.5 -0.2 0.2
P 5.948 -18.271 -0.449 1.6 0.0 0.2
O 6.606 -18.851 0.729 0.5 -0.1 0.5
O 5.196 -16.918 -0.147 -0.2 0.4 -0.4
C 4.377 -16.882 1.064 0.2 -1.7 -0.8
C 2.997 -16.375 0.785 0.7 1.6 0.5
O 4.874 -19.219 -1.020 -0.9 -0.6 -1.2
C 5.155 -20.640 -1.277 1.5 0.4 0.2
C 3.847 -21.334 -1.260 -0.4 -0.6 0.5
H 8.092 -16.346 0.153 0.0 0.1 0.3
H 9.581 -16.021 -0.776 -0.4 -0.3 0.0
H 7.984 -15.627 -1.474 0.1 0.2 0.3
H 8.753 -17.809 -2.479 0.0 0.2 -0.2
H 8.777 -18.492 -0.885 -0.1 -0.3 0.3
H 4.238 -17.922 1.311 0.3 -0.5 0.8
H 4.966 -16.368 1.818 -0.3 0.2 0.0
H 3.140 -15.351 0.448 -0.6 0.4 0.1
H 2.492 -16.892 0.005 -0.2 -0.7 -0.6
H 2.405 -16.426 1.705 0.1 0.2 -0.2
H 5.742 -20.748 -2.222 -0.6 0.3 0.5
H 5.826 -21.001 -0.475 -0.5 0.2 -0.3
H 3.323 -21.008 -0.360 0.1 -0.3 0.2
H 3.211 -20.980 -2.075 0.1 -0.6 -0.3
H 4.027 -22.440 -1.175 -0.5 1.0 -0.5
```
Forces are in eV/Å.

ΔE to the lowest compared entry with this formula, charge and spin, kJ/mol: 0.00
E, eV: -172108.9976
Multiplicity: 1
Lowest unoccupied orbital energy, eV: 0.3
Kohn-Sham gap, Ha: 0.4018
HOMO energy, eV: -10.64
Maximum force, eV/Å: 5.6